[1]
DFT (ωB97M-V with the def2-TZVPD basis set) results for a 2-piece molecular cluster, C26H51FNO4P2S overall at a distorted geometry.

For the largest force on an atom, the calculation gives 2.21 eV/Å. Its total charge is -1. As for the HOMO energy: -5.1 eV.

The geometry in XYZ format:
```
86
Properties=species:S:1:pos:R:3:forces:R:3:lowdin_charge:R:1
C 5.789567 1.049011 3.968554 0.1220 0.0911 0.1890 -0.11
O 6.174647 1.188387 2.619421 0.0550 -0.0704 -0.0628 -0.21
C 7.515871 0.821780 2.337999 -0.2743 -0.2405 0.0749 -0.24
C 7.684535 0.413684 0.870959 0.2035 0.3715 0.1125 -0.18
C 6.818015 1.198521 -0.120036 0.0198 -0.1805 0.0334 -0.22
C 5.357975 0.731922 -0.220807 0.0247 0.0186 -0.6596 -0.21
C 4.398559 1.823091 -0.758050 0.1855 -0.4653 0.2417 -0.20
C 3.473576 1.279130 -1.850750 -0.0655 0.0882 0.1711 -0.22
C 2.218277 2.107437 -2.145861 0.0538 0.0262 -0.1314 -0.23
C 1.345633 2.384596 -0.924821 -0.2998 0.0492 -0.5531 -0.23
C 0.114689 3.245460 -1.276492 0.3966 -0.0260 0.3240 -0.21
C -1.021196 3.091058 -0.244563 -0.0553 -0.1193 -0.3224 -0.22
C -2.167235 2.210247 -0.770924 0.2304 0.3302 0.1297 -0.21
C -3.129147 1.827734 0.370770 0.1603 -0.1760 -0.6107 -0.17
C -4.385156 1.066951 -0.101358 0.0664 0.6761 0.0643 -0.49
P -5.509427 2.471891 -0.713665 -0.9499 -0.4253 -0.3855 0.43
S -7.033072 2.023382 -1.841980 0.1988 0.0185 0.0256 0.15
O -4.185224 0.296783 -1.289436 0.5364 -0.0537 0.2921 0.05
C -5.031654 -0.756013 -1.291838 0.0129 1.3754 1.0971 -0.63
O -5.081460 -1.565044 -2.125364 -0.2868 -1.4582 -1.6348 0.20
O -5.804110 -0.723633 -0.179839 0.1640 -0.5084 0.4763 0.01
C -5.109594 0.029000 0.828048 -0.2609 1.2485 -0.2604 -0.46
C -4.247372 -0.841830 1.771364 -0.4297 -0.2649 0.0130 -0.13
C -3.999422 -2.283587 1.285451 -0.0537 0.0420 -0.1392 -0.15
C -2.809191 -2.524148 0.351933 0.4557 -0.6120 -0.2735 -0.35
C -1.599653 -1.704268 0.779634 -0.6703 0.1457 0.0582 -0.07
C -2.517188 -4.047921 0.315645 0.0005 0.2868 0.7524 -0.18
C -1.117427 -4.416908 -0.171602 -0.0438 -0.7924 -0.4725 -0.21
C -0.889223 -3.957481 -1.587535 0.3894 0.0679 0.2174 -0.10
C 0.178752 -3.295888 -2.036831 -0.2153 -0.0697 -0.1472 -0.35
C 1.447875 -3.111969 -1.245274 -0.1092 0.3025 0.0292 -0.06
C 0.137928 -2.627304 -3.395113 0.4505 -0.2611 0.0219 -0.07
P -6.472258 0.775095 1.867747 -0.5224 -0.8569 0.6054 0.75
N -7.268078 -0.174157 2.830787 0.4471 0.1037 -0.2848 -0.30
H 6.654480 0.953431 4.636528 -0.0056 0.0473 -0.0774 0.08
H 5.233893 1.938965 4.271631 -0.0564 -0.0813 -0.0508 0.09
H 5.157809 0.166154 4.110785 -0.0052 0.0346 -0.0794 0.09
H 8.174029 1.665267 2.588679 0.0019 -0.0069 -0.0495 0.12
H 7.791527 -0.026213 2.978860 0.1415 0.0856 -0.0170 0.11
H 7.537008 -0.664329 0.763457 -0.1730 0.0628 -0.0736 0.11
H 8.735439 0.613408 0.627865 -0.0263 -0.1811 0.0162 0.10
H 7.264701 1.077287 -1.114102 0.0070 0.1423 0.0549 0.11
H 6.880673 2.268354 0.108480 -0.0918 -0.0751 0.1275 0.11
H 5.337923 -0.089086 -0.949891 0.0422 -0.0834 0.1723 0.10
H 4.998923 0.321520 0.719870 0.0085 0.1255 0.0359 0.10
H 3.795585 2.174692 0.079411 0.1095 0.2224 -0.0772 0.10
H 5.012886 2.646694 -1.136392 -0.2422 0.1496 -0.0179 0.11
H 3.144490 0.284861 -1.532030 -0.0214 -0.0198 -0.0224 0.10
H 4.062627 1.147410 -2.767715 -0.0834 -0.0883 0.0262 0.11
H 1.604183 1.526688 -2.847036 0.0612 0.0842 -0.0532 0.10
H 2.482544 3.031988 -2.682264 0.0473 0.0131 0.1491 0.11
H 1.900586 2.933962 -0.159524 0.0058 -0.2051 0.0858 0.10
H 0.986819 1.434247 -0.502415 0.1201 0.1465 0.2817 0.07
H 0.452264 4.289763 -1.295001 -0.1780 -0.0032 -0.2060 0.10
H -0.234029 2.998113 -2.286864 -0.0837 0.0284 0.0405 0.10
H -1.419240 4.087891 -0.015346 -0.0763 -0.0982 0.2108 0.10
H -0.616185 2.601615 0.646047 -0.0108 0.1000 0.0188 0.09
H -2.681082 2.800403 -1.538446 -0.0736 -0.2774 -0.1423 0.09
H -1.751102 1.315926 -1.237128 -0.0411 -0.0233 0.1568 0.12
H -3.494392 2.772137 0.799129 0.1426 -0.1293 0.3653 0.10
H -2.518442 1.293909 1.102423 -0.1606 -0.0277 0.0561 0.10
H -5.912419 3.149843 0.451061 0.3736 0.0605 0.1251 -0.03
H -4.625901 3.371143 -1.315050 0.2040 -0.0019 0.2072 -0.01
H -3.332424 -0.319923 2.051722 -0.0160 -0.0763 -0.2056 0.11
H -4.816563 -0.933844 2.702869 0.0664 0.0098 -0.0427 0.09
H -3.856354 -2.899175 2.180185 0.1120 0.1265 0.0171 0.11
H -4.909413 -2.667539 0.814143 -0.0163 0.0272 0.1093 0.12
H -3.051983 -2.270562 -0.686493 -0.0892 0.2900 0.1357 0.12
H -1.303572 -1.925874 1.811870 0.1565 -0.1067 -0.1239 0.10
H -0.753810 -1.775673 0.105220 0.0552 -0.1094 0.1277 0.06
H -1.854731 -0.646985 0.770426 0.3520 -0.0478 -0.0776 0.03
H -2.615916 -4.413490 1.348320 0.0497 -0.0832 -0.0833 0.11
H -3.278401 -4.585626 -0.261233 0.0308 0.1315 -0.0877 0.11
H -0.357534 -4.056881 0.522409 -0.0751 0.2001 -0.1403 0.10
H -1.039068 -5.516662 -0.147756 -0.0484 0.0946 0.0716 0.11
H -1.704296 -4.172415 -2.278209 -0.0762 0.2851 0.0502 0.12
H 1.557129 -3.856215 -0.456479 -0.0400 0.1000 0.0103 0.07
H 1.504155 -2.109762 -0.799871 -0.0292 -0.0890 0.0173 0.09
H 2.305825 -3.206317 -1.916969 -0.0188 -0.0248 0.0290 0.07
H 1.149961 -2.443722 -3.767310 -0.0402 -0.0092 -0.0083 0.06
H -0.351650 -1.653548 -3.321792 -0.0785 -0.0731 -0.0620 0.08
H -0.366496 -3.255069 -4.132999 -0.1844 0.1717 0.0554 0.07
H -7.344159 1.408217 0.969806 0.3017 0.2853 -0.1482 -0.02
H -5.798214 1.827953 2.531192 0.0019 0.1137 -0.1901 0.01
H -6.973779 -1.142335 2.768781 -0.1660 -0.0043 0.1522 -0.04
F -0.043118 0.524391 0.780976 -0.1201 0.1260 0.1393 -0.59
```
Positions in Å, forces in eV/Å.

[2]
DFT (ωB97M-V with the def2-TZVPD basis set) results for an isolated ion of composition C5H9N4O2 and charge +1 at a distorted geometry.

For the largest force on an atom, the calculation gives 5.74 eV/Å. The calculation puts the energy above the lowest of the compared OMol25 structures with the same formula, charge and spin at 162.6 kcal/mol. Its total charge is +1. Its SMILES is [H]/N=C(\O[N+](=O)C=C=N)N(C)C. As for the HOMO energy: -12.6 eV.

The geometry in XYZ format:
```
20
Properties=species:S:1:pos:R:3:forces:R:3:lowdin_charge:R:1
H -0.422736 -1.318862 2.137747 0.1496 -0.6991 -1.8510 0.11
N -0.330792 -1.676119 1.143176 -0.9152 -0.0121 4.0347 0.18
C 0.307839 -1.011139 0.343776 -0.4399 1.9990 0.0971 -0.39
O 0.690736 0.471429 0.573961 0.1250 -1.0324 0.9121 0.07
N -0.103587 1.136741 1.474715 0.1618 0.6136 -1.3063 -0.22
O -0.321595 0.863688 2.611957 0.5219 -0.9278 -0.1050 0.19
C -0.557199 2.233953 0.840866 0.4062 -1.6176 1.2023 0.01
C -1.299984 3.105855 1.511204 -2.8607 4.5500 2.0279 0.00
N -1.893433 4.020815 1.958869 0.2853 -1.2831 0.0092 0.35
N 0.564159 -1.337050 -0.901863 0.6739 1.5958 -1.9153 -0.16
C 0.130528 -2.634909 -1.256469 -0.3805 -3.1867 -0.2027 -0.07
C 1.291044 -0.574248 -1.909550 3.2982 -1.3777 -1.9081 -0.05
H -0.285913 2.340580 -0.135304 0.4593 0.4867 -2.3961 0.13
H -2.572081 4.698558 2.411354 1.3003 -1.4151 -0.9611 0.20
H -0.843946 -2.694808 -1.827602 1.3020 0.4334 0.0651 0.12
H 1.003214 -3.181539 -1.728492 -1.3400 0.5092 0.1250 0.12
H -0.128244 -3.176935 -0.320234 0.4619 0.2548 -0.7933 0.09
H 1.405530 -1.142883 -2.914453 -0.5766 0.0567 2.0055 0.12
H 0.961471 0.337918 -2.361421 -0.9979 0.9571 0.8969 0.07
H 2.404988 -0.461046 -1.652237 -1.6347 0.0953 0.0632 0.12
```
Positions in Å, forces in eV/Å.

[3]
DFT (ωB97M-V with the def2-TZVPD basis set) results for C27H22ClN5O6RuS as an isolated structure at a distorted geometry.

For the largest force on an atom, the calculation gives 3.95 eV/Å. The calculation puts the energy above the lowest of the compared OMol25 structures with the same formula, charge and spin at 0.0 kcal/mol. Its total charge is +2. Its multiplicity is 5. As for the HOMO energy (alpha / beta): -13.0 / -14.4 eV.

The geometry in XYZ format:
```
63
Properties=species:S:1:pos:R:3:forces:R:3:lowdin_spin:R:1
Ru -1.421654 -0.006792 -1.237336 -0.7243 -1.3010 -1.9252 0.98
C -0.870817 1.218594 4.392442 0.0467 -0.6292 0.8890 0.01
C -1.000719 -0.114878 3.991646 0.7914 1.3130 2.1650 0.23
C -1.170797 -0.477632 2.648982 -0.7151 -0.2966 -1.4287 0.26
C -1.451052 0.533507 1.710445 -0.7257 -0.9540 1.2780 0.03
C -1.216673 1.865052 2.093873 -0.5420 -3.5149 -1.7092 0.22
C -0.931443 2.197281 3.409491 0.5183 1.5859 2.1546 0.24
N -2.176923 0.129571 0.559052 1.5064 0.7232 0.4890 0.31
N -3.496607 0.100638 0.712873 -0.3112 -0.3687 0.5685 0.35
C -4.130607 -0.428200 -0.351422 -1.0687 0.7174 0.2418 0.01
C -5.580824 -0.471512 -0.306032 1.5822 -0.2390 0.5811 0.08
C -6.147016 -0.752077 -1.505739 -2.3238 -1.9043 -1.3725 0.01
C -5.400466 -1.276715 -2.618028 -0.7001 0.8957 0.3927 0.10
C -4.043789 -1.228269 -2.546384 0.4652 -0.6768 0.2992 0.02
N -3.403735 -0.766031 -1.451485 0.0448 0.8482 0.8233 0.10
H -0.745938 1.423081 5.485751 -0.1099 0.0842 -1.3130 0.00
H -0.956614 -0.864901 4.774116 -0.0079 -0.1510 -0.2038 0.01
H -1.181350 -1.560273 2.415207 -0.1245 0.8683 -0.1924 0.01
H -1.253754 2.487230 1.274820 -0.1781 2.1990 -1.2991 0.01
H -0.832592 3.279901 3.641942 0.0125 -0.9272 0.0212 0.01
H -6.075794 -0.383726 0.697453 0.3690 0.3246 -1.4312 0.00
H -7.261787 -0.871349 -1.658194 1.3275 0.5383 0.6089 0.00
H -5.915455 -1.683818 -3.505295 0.3945 0.3500 0.6712 0.00
H -3.416068 -1.702369 -3.274408 0.2542 0.2629 -0.5705 0.00
O -1.079890 2.294051 -4.208012 -1.0149 -1.4436 1.3635 0.01
Cl -2.018739 1.301997 -3.753845 2.6270 -0.0677 -0.5580 0.00
O -2.731994 1.683805 -2.528605 0.9388 -0.4803 0.0858 0.00
O -1.186863 -0.054022 -3.257959 -0.6131 1.7117 -0.3971 0.07
O -2.833949 0.868632 -4.800582 -0.9281 -0.3698 0.0027 0.00
C 5.352934 2.628840 3.107390 -1.8058 1.5982 -0.0884 0.00
C 4.366022 2.327086 2.021122 -0.6241 -0.8905 -0.8685 0.00
C 3.246019 1.458500 2.155653 1.3047 0.1536 2.2542 0.00
C 2.412139 1.159076 1.126300 -2.1390 -0.1977 -0.1380 0.00
C 2.524759 1.903420 -0.034898 1.0509 -0.2548 -1.5094 0.01
C 3.695070 2.636567 -0.297966 -0.7110 -0.1052 0.5331 0.00
C 4.576931 2.876001 0.749863 1.6450 0.1911 -0.2323 0.00
S 1.300377 1.924386 -1.328768 0.6784 2.4774 -1.5437 0.02
O 1.909957 2.287216 -2.629118 -1.1624 -1.6372 2.8558 0.02
O 0.179146 2.732075 -0.881229 0.4427 -0.7273 -0.0463 0.02
N 0.643386 0.385428 -1.205600 0.7368 -1.8528 -0.8668 0.32
C 1.428592 -0.750825 -1.335386 -1.4501 1.4339 0.9090 0.06
C 2.764880 -0.863250 -1.731170 0.4657 1.6416 -0.8494 0.15
C 3.439136 -2.053481 -1.553459 -0.0042 -0.5292 0.5438 0.00
C 2.841691 -3.218290 -1.100346 -0.6677 0.1584 0.8313 0.21
C 1.423286 -3.210322 -0.867261 -0.7322 0.5315 -0.4164 0.01
C 0.616783 -4.385708 -0.780751 -0.6199 3.0393 0.4338 0.04
C -0.774776 -4.247823 -0.816891 1.5096 -1.6478 -0.1275 0.00
C -1.364903 -2.998552 -0.779439 0.9494 0.5182 0.4255 0.02
N -0.619662 -1.865765 -0.783085 0.2468 0.2257 -0.8294 0.00
C 0.752159 -1.937073 -0.916341 -0.9696 -1.9755 -0.6509 0.04
H 5.139334 2.162619 4.024127 -0.6393 -0.9125 1.1613 0.00
H 5.147854 3.707575 3.308874 1.0444 -0.5142 -0.0797 0.00
H 6.359131 2.362686 2.903919 0.9453 0.2948 -0.6723 0.00
H 3.012549 1.022893 3.156176 0.5599 0.1522 -0.8965 0.00
H 1.596572 0.399475 1.270239 0.7462 1.0003 -0.1452 0.00
H 3.864274 2.950576 -1.316005 0.0768 0.4692 0.0340 0.00
H 5.558175 3.433389 0.578667 -1.6115 -0.6864 0.1044 0.00
H 3.266911 0.019181 -2.226199 -0.5365 -1.0736 0.8260 0.00
H 4.489521 -2.037739 -1.675343 0.9062 -0.1211 -0.4594 0.00
H 3.402708 -4.114497 -0.809541 -0.0807 0.3789 -0.5628 0.01
H 1.074600 -5.302190 -0.576327 0.5788 -1.4681 -0.2744 0.00
H -1.267299 -5.227917 -0.906592 -0.5858 0.9682 0.3459 0.00
H -2.424327 -2.904328 -0.655400 -0.3389 0.2628 -0.2360 0.00
```
Positions in Å, forces in eV/Å.

> The highest total charge belongs to which entry?

C27H22ClN5O6RuS